# 1
{"formula": "C14H19N2O4P", "method": "wB97M-V/def2-TZVPD", "homo_ev": -15.2, "total_energy_ev": -35269.0661, "homo_lumo_gap_ev": 7.56, "lumo_ev": -7.632, "total_charge": 2, "symbols": ["O", "P", "N", "C", "C", "C", "C", "C", "C", "N", "C", "O", "C", "O", "C", "C", "O", "C", "C", "C", "C", "H", "H", "H", "H", "H", "H", "H", "H", "H", "H", "H", "H", "H", "H", "H", "H", "H", "H", "H"], "coordinates": [[6.45458, 2.85520, 2.08264], [5.14569, 3.48754, 2.17638], [3.92776, 2.39130, 1.40426], [4.40662, 1.34137, 0.71313], [3.54638, 0.45597, 0.11808], [2.17269, 0.65636, 0.23709], [1.20156, -0.30037, -0.37230], [0.95833, -1.53730, 0.22792], [0.04127, -2.38572, -0.34174], [-0.60219, -2.04131, -1.46705], [-1.63258, -3.02338, -1.99828], [-2.48164, -3.39125, -0.99754], [-3.44891, -2.43775, -0.61052], [-2.81966, -1.57882, 0.29807], [-3.66120, -0.54334, 0.80593], [-4.12749, 0.45074, -0.24707], [-4.60977, 1.56584, 0.47030], [-0.38153, -0.86635, -2.06880], [0.52101, 0.03063, -1.54615], [1.70232, 1.76671, 0.94824], [2.60414, 2.61682, 1.52444], [4.90530, 4.65398, 1.44508], [4.53660, 3.63387, 3.42626], [5.48650, 1.25168, 0.67636], [3.94571, -0.38523, -0.43303], [1.46212, -1.83005, 1.13955], [-0.20892, -3.34585, 0.09031], [-1.08269, -3.90408, -2.32362], [-2.12014, -2.54811, -2.85250], [-3.81770, -1.89700, -1.49209], [-4.27306, -2.99378, -0.15824], [-3.06973, -0.01368, 1.55156], [-4.52563, -0.96346, 1.32987], [-4.92447, 0.01913, -0.86352], [-3.29485, 0.70970, -0.91714], [-4.62854, 2.34052, -0.09924], [-0.93733, -0.65435, -2.97183], [0.69308, 0.97128, -2.05115], [0.64269, 1.95622, 1.05531], [2.29365, 3.48635, 2.09103]], "atomic_forces_ev_per_a": [[-0.066, 0.016, -0.029], [0.383, -0.103, 0.010], [-0.123, 0.071, 0.002], [0.248, 0.237, 0.191], [-0.402, -0.300, -0.157], [-0.025, 0.053, 0.039], [-0.075, -0.098, -0.129], [0.152, 0.338, -0.026], [-0.042, -0.076, -0.012], [0.065, -0.027, -0.002], [0.068, 0.006, -0.015], [-0.179, -0.231, -0.034], [-0.046, 0.008, 0.041], [0.017, 0.168, -0.221], [-0.098, 0.045, 0.270], [-0.119, -0.069, -0.080], [0.240, 0.061, -0.011], [-0.028, -0.048, -0.027], [0.208, 0.025, 0.307], [-0.169, -0.288, -0.239], [0.187, 0.108, 0.046], [-0.092, 0.074, 0.035], [-0.076, 0.063, 0.011], [-0.013, 0.008, 0.033], [0.008, 0.024, 0.023], [-0.019, -0.024, -0.035], [-0.070, 0.039, -0.058], [-0.006, -0.006, -0.011], [0.008, 0.122, 0.057], [0.049, -0.028, -0.043], [0.074, 0.007, 0.095], [0.041, -0.008, -0.069], [0.024, -0.089, -0.073], [0.006, 0.038, -0.031], [0.058, 0.020, 0.103], [-0.178, -0.035, -0.012], [-0.044, -0.086, 0.010], [-0.039, -0.012, -0.003], [0.022, -0.004, 0.020], [0.051, 0.002, 0.024]]}


# 2
{"formula": "H2N3", "method": "wB97M-V/def2-TZVPD", "homo_ev": [-16.8, -16.3], "total_energy_ev": -4487.9702, "homo_lumo_gap_ev": [9.47, 9.39], "lumo_ev": [-7.314, -6.864], "total_charge": 1, "symbols": ["N", "N", "N", "H", "H"], "coordinates": [[-1.24792, -0.29429, -0.00228], [1.56336, -0.08719, -0.09875], [0.80008, -0.82495, 0.08208], [-1.80793, -0.98664, -0.34295], [2.25324, 0.79435, -0.20249]], "atomic_forces_ev_per_a": [[1.751, 3.382, 1.389], [3.619, 4.278, -0.447], [-1.162, -2.424, 0.349], [-2.482, -3.072, -1.430], [-1.726, -2.164, 0.138]]}


# 3
{"formula": "C6H10", "method": "wB97M-V/def2-TZVPD", "homo_ev": -9.2, "total_energy_ev": -6382.1722, "homo_lumo_gap_ev": 10.35, "lumo_ev": 1.103, "smiles": "C=CCC(=C)C", "symbols": ["C", "C", "C", "C", "C", "C", "H", "H", "H", "H", "H", "H", "H", "H", "H", "H"], "coordinates": [[-1.36727, 1.21311, 0.04910], [-1.02703, -0.24030, 0.14974], [-1.86475, -1.15768, -0.35255], [0.35796, -0.44988, 0.69313], [1.41315, 0.16370, -0.23610], [2.70757, -0.15127, -0.20280], [-1.22469, 1.69058, -0.92158], [-0.77351, 1.78271, 0.71409], [-2.48242, 1.35026, 0.29199], [-1.42687, -2.18142, -0.56040], [-2.90535, -0.83015, -0.66130], [0.47466, 0.06695, 1.60815], [0.45745, -1.52734, 0.77856], [1.14526, 0.78257, -1.08186], [3.48306, 0.17655, -0.97433], [3.03279, -0.68839, 0.70616]], "atomic_forces_ev_per_a": [[-2.746, 0.223, 0.202], [-0.379, 0.695, -0.892], [0.592, -0.352, -0.179], [-0.095, -0.353, -2.106], [0.817, -0.762, -0.892], [0.659, 0.267, 0.435], [0.096, -0.479, -0.241], [0.395, 0.734, 0.977], [1.576, 0.053, -0.234], [-1.205, 1.028, 0.527], [1.496, -0.776, 0.145], [-0.191, 0.174, 1.395], [0.693, -0.069, 0.352], [-0.703, 0.047, 0.013], [-1.309, -0.362, 1.324], [0.303, -0.067, -0.826]]}


# 4
{"formula": "CH4N2OS", "method": "wB97M-V/def2-TZVPD", "homo_ev": -8.5, "total_energy_ev": -16961.1967, "homo_lumo_gap_ev": 9.20, "lumo_ev": 0.747, "smiles": "ON/C=N\\S", "symbols": ["C", "H", "H", "H", "H", "N", "N", "O", "S"], "coordinates": [[0.46061, -1.14572, -0.51686], [1.34932, 1.42102, -0.67953], [1.62717, -0.39697, -1.96429], [0.60561, -2.11411, -0.79985], [-1.72012, -0.41831, 2.05499], [1.22958, -0.16222, -1.10101], [-0.29785, -0.97894, 0.45554], [0.64543, 1.02032, -1.16744], [-1.01945, 0.51301, 1.14673]], "atomic_forces_ev_per_a": [[0.294, 2.957, 1.107], [-0.172, 2.324, 0.521], [0.543, -0.637, -1.509], [0.856, -2.606, -0.968], [1.044, 2.091, -1.350], [0.743, -4.161, -0.120], [-2.539, 0.511, 1.455], [-0.757, 3.024, 0.135], [-0.011, -3.505, 0.729]]}